# 1
Formula: C27H29BF6O3S
Source: the Open Molecules 2025 dataset
Level of theory: ωB97M-V with the def2-TZVPD basis set

```
! RIJCOSX wB97M-V def2-TZVPD def2/J DEFGRID3
* xyz 0 1
S 0.1901 6.2349 2.4213
F -3.3554 3.9554 2.5795
F -3.2796 1.7761 2.7842
F -3.0780 3.0512 4.5596
F 2.8980 0.7967 4.1420
F 2.0623 1.9414 5.8104
F 1.0410 0.1331 5.1165
O -1.1294 2.5064 0.1783
O 0.8034 4.1969 -0.8646
O 2.7464 3.1137 0.0130
C -1.8365 2.8468 -1.0171
C 2.3905 5.0768 2.9540
C 1.1516 4.8186 2.3956
C -1.2316 2.9322 3.0650
C -0.7043 0.0151 1.4204
C -0.6857 3.5657 1.9970
C 2.9168 3.3261 -1.4142
C 1.6799 0.1096 1.0468
C 1.8483 -1.0306 1.8482
C 1.7272 1.2422 4.6898
C -2.7269 2.9450 3.2462
C 1.9032 4.5267 -1.7348
C 2.3550 2.0681 -2.0247
C 4.3809 3.5681 -1.7207
C 1.5440 7.2461 2.7711
C 0.7442 -1.5541 2.5349
C 0.7830 3.5524 1.8220
C 0.3960 0.7097 0.9239
C 0.1309 1.9583 0.0810
C 1.3166 4.5899 -3.1345
C -0.5316 -1.0590 2.2954
C 1.5457 8.7291 2.7571
C 0.9023 2.0107 3.7109
C -0.4527 2.2204 3.9770
C 2.4836 5.9048 -1.3974
C 2.6302 6.4521 3.1374
C 1.4675 2.4573 2.5331
B 1.2779 3.1086 0.0075
H -0.9146 1.7650 4.8454
H -1.7089 0.3747 1.1684
H 1.4530 9.1120 1.7343
H -1.3098 4.2754 1.4504
H 4.7701 4.4522 -1.2029
H 2.8409 -1.4654 2.0134
H -2.4703 1.9839 -1.2216
H 0.6257 5.4350 -3.2071
H 0.7294 3.7031 -3.3599
H 2.5490 0.5450 0.5347
H 2.4799 2.2067 2.2751
H 2.0960 4.7077 -3.8859
H 0.7186 9.1234 3.3539
H 1.4806 1.8905 -1.4486
H 4.5687 3.6716 -2.7966
H 3.2817 6.1977 -2.0959
H 3.5619 6.8684 3.4965
H 3.1419 4.3032 3.1131
H 4.9576 2.7051 -1.3737
H 0.8792 -2.3342 3.2732
H -2.4433 3.7282 -0.7933
H 2.9632 1.2022 -1.7996
H 2.8789 5.9321 -0.3777
H 0.0022 1.4117 -0.8920
H 2.0076 2.1188 -3.0438
H 2.4909 9.0959 3.1714
H 1.6968 6.6636 -1.4756
H -1.2052 3.0220 -1.8992
H -1.4196 -1.4558 2.8134
*
```

Results
orbital gap: 5.96 eV
energy relative to the best compared isomer or geometry (same formula, charge and spin): 146.15 kJ/mol
highest occupied orbital energy: -7.47 eV

Here are the natural (NBO) charges for atoms 1 to 4, given in e:
1 S 0.451
2 F -0.322
3 F -0.331
4 F -0.324

# 2
Formula: C27H29BaClN2O4PS3
Source: the Open Molecules 2025 dataset
Level of theory: ωB97M-V with the def2-TZVPD basis set

```
! RIJCOSX wB97M-V def2-TZVPD def2/J DEFGRID3
* xyz -2 2
Ba 0.3265 -0.6103 1.1168
Cl 1.2839 1.3990 -5.1064
S 1.5656 -1.8517 -3.3015
S 1.8666 -4.3003 -0.7871
S -1.4565 -1.8743 2.9709
P 1.0356 -3.5491 -2.4167
O -0.6634 -2.4442 1.9057
O 1.1334 -4.7813 -3.5111
O -2.7761 -2.4461 3.1237
O -0.5971 -3.5710 -2.2308
N -1.4567 2.2386 1.9530
N -1.4174 -0.3168 2.7567
C -0.2523 1.3091 -4.3069
C 1.6539 -3.2989 8.0293
C -2.0508 0.5700 3.5515
C 3.2302 -4.6608 -4.7401
C -1.6660 1.5903 -2.3998
C -0.3351 1.6215 -2.9192
C -1.3384 0.9649 -5.0713
C -1.4301 3.4967 1.5617
C -3.2793 1.2386 5.5354
C -2.6095 0.9295 -4.5120
C -2.6263 4.2620 3.4741
C 1.7051 -4.6211 -4.7851
C -1.9940 4.5462 2.2821
C -2.6579 2.9311 3.9439
C -3.2728 2.5614 5.1516
C -0.9700 -3.3118 5.2917
C -0.5442 -2.2685 4.4912
C -2.6780 0.2582 4.7576
C -2.7505 1.2541 -3.1635
C 1.2956 -1.8858 5.9792
C 0.5868 -1.5517 4.8335
C -2.8156 -2.6781 -2.1419
C -1.3359 -2.3662 -2.2745
C 0.7415 1.9857 -2.1313
C -0.2596 -3.6470 6.4354
C -2.0442 1.9386 3.1279
C 0.8840 -2.9355 6.7896
H -1.1286 -1.8401 -3.2175
H -3.4670 0.6681 -5.1208
H 3.5906 -3.7660 -4.2346
H 3.6344 -4.6954 -5.7528
H 2.3103 -2.4843 8.3326
H -1.9510 5.5561 1.8950
H 3.5634 -5.5342 -4.1839
H 0.9160 -0.7280 4.2123
H -2.7102 -0.7794 5.0690
H -3.1106 5.0344 4.0583
H 2.2689 -4.1827 7.8485
H -0.5970 -4.4617 7.0629
H 1.3927 -3.6652 -5.2282
H -3.3705 -1.7427 -2.1512
H -1.0218 -1.7064 -1.4499
H -3.7386 1.2409 -2.7146
H -3.1492 -3.3003 -2.9695
H -1.8705 -3.8388 5.0156
H 1.7335 2.0311 -2.5463
H 1.3166 -5.4544 -5.3891
H -1.7868 1.8336 -1.3482
H -3.7577 0.9518 6.4681
H -1.1938 0.7363 -6.1203
H 0.5732 2.4599 -1.1776
H -3.7374 3.3222 5.7715
H 2.1740 -1.3141 6.2470
H -0.9411 3.6773 0.6125
H -3.0032 -3.2055 -1.2089
H 0.9768 -3.5233 8.8540
*
```

Results
orbital gap (alpha / beta): 2.50 / 3.99 eV
energy relative to the best compared isomer or geometry (same formula, charge and spin): 395.16 kJ/mol
<S²>: 0.75
highest occupied orbital energy (alpha / beta): 1.25 / -0.29 eV

Here are the Löwdin charges for atoms 1 to 4, given in e:
1 Ba 1.295
2 Cl 0.598
3 S 0.247
4 S 0.087

# 3
Formula: C27H29F5N9O5ReS3
Source: the Open Molecules 2025 dataset
Level of theory: ωB97M-V with the def2-TZVPD basis set

```
! RIJCOSX wB97M-V def2-TZVPD def2/J DEFGRID3
* xyz 1 2
Re 1.0499 -0.6158 -0.1396
S 2.4273 -1.7910 1.3023
S -0.2888 1.0775 2.9607
S 2.9210 7.2003 2.5666
F 1.6915 -3.2074 -1.3115
F 2.9556 -1.6150 -2.0880
F 0.3156 -0.5493 -3.0558
F 1.4317 -2.1065 -4.0767
F -0.2645 -2.6287 -2.8488
O 2.0029 6.1559 2.9985
O 2.3616 8.5259 2.5061
O -0.2973 1.0859 -0.8799
O 4.2620 7.0860 3.1151
O 0.1362 0.7229 1.5240
N 3.2149 5.4212 0.6235
N 2.4806 0.8622 -0.4174
N 3.7218 7.6229 -0.0767
N -5.6447 -3.7510 0.6088
N -2.4754 -3.0107 0.5702
N -4.4322 -4.3608 0.4195
N -6.4527 -4.1596 -0.2811
N 5.0551 -0.8320 0.7792
N -0.7481 -1.7778 0.0347
C 2.6942 1.4350 -1.6293
C 4.0519 7.1408 -1.2709
C 2.8505 1.5658 0.6785
C -3.9960 -6.6758 -2.4245
C 3.5634 4.9521 -0.5667
C -0.2357 2.4454 -1.4183
C -1.5420 3.1554 -1.1598
C -3.5404 -5.9841 -1.3229
C -2.9337 -2.0825 -0.3419
C 0.9604 2.2030 3.5751
C -4.4807 -5.1816 -0.6748
C 3.9897 5.7823 -1.5832
C -5.3310 -6.5766 -2.8637
C 3.2685 2.8548 0.6230
C 0.1423 -0.3411 3.9608
C -5.7966 -5.0568 -1.1119
C -1.1681 -2.8128 0.7774
C -0.3707 -3.6940 1.6722
C -6.2467 -5.7734 -2.2230
C 1.6886 -1.9029 -1.7045
C 0.7859 -1.8238 -2.9679
C 3.9861 -1.2283 0.9504
C 3.1405 2.7283 -1.7667
C -3.3320 -4.0144 1.2405
C 3.3589 3.4951 -0.6168
C 3.2991 6.7303 0.8329
C -1.8676 -1.3326 -0.6771
H -0.0398 2.3426 -2.4824
H -2.5120 -6.0576 -0.9898
H 2.7589 1.0607 1.6274
H 0.6564 2.5030 4.5793
H -0.2772 -4.6896 1.2315
H 2.4718 0.8414 -2.5047
H -2.7349 -4.8961 1.4602
H 0.6296 -3.3072 1.8062
H 4.2897 5.4132 -2.5567
H -7.2731 -5.6982 -2.5570
H -1.8252 -0.5300 -1.3895
H -0.5894 -1.1238 3.7655
H -3.7341 -3.5920 2.1585
H 0.9869 3.0826 2.9294
H -5.6401 -7.1487 -3.7283
H -2.3706 2.6507 -1.6579
H -1.7515 3.2029 -0.0877
H -3.3126 -7.3121 -2.9718
H -0.8416 -3.7992 2.6503
H 4.3774 7.8686 -2.0058
H 3.4925 3.4169 1.5201
H 3.2348 3.1470 -2.7600
H -3.9581 -2.0426 -0.6724
H 0.1051 -0.0517 5.0108
H -1.4799 4.1780 -1.5309
H -0.6863 1.1577 0.0132
H 1.9292 1.7054 3.6038
H 1.1404 -0.6716 3.6791
H 0.5906 2.9870 -0.9611
*
```

Results
orbital gap (alpha / beta): 2.44 / 3.04 eV
energy relative to the best compared isomer or geometry (same formula, charge and spin): 147.89 kJ/mol
<S²>: 0.78
highest occupied orbital energy (alpha / beta): -9.44 / -9.44 eV

Here are the Löwdin charges for atoms 1 to 4, given in e:
1 Re 1.434
2 S 0.755
3 S 0.985
4 S 0.397

# 4
Formula: C27H29IrN2O
Source: the Open Molecules 2025 dataset
Level of theory: ωB97M-V with the def2-TZVPD basis set

```
! RIJCOSX wB97M-V def2-TZVPD def2/J DEFGRID3
* xyz 2 1
Ir 0.6400 -0.1366 -0.3371
O 1.5975 -1.4267 -1.6343
N 2.6224 -2.0426 -3.5179
N -1.1110 -1.1364 -0.4014
C 1.9137 2.9695 0.4100
C -1.2319 -2.4839 -0.1394
C 2.4261 -2.1609 -2.2155
C -1.9145 2.6498 2.3157
C 3.8726 1.8560 -0.7494
C -0.7907 1.7132 2.7555
C -2.5034 -3.0906 -0.1934
C -0.4999 1.2882 -1.1225
C -2.6249 -4.4734 0.0713
C 2.6930 1.7826 0.1642
C -3.6239 -2.2808 -0.4939
C -1.8651 0.9947 -1.0255
C 0.4097 1.7550 1.8548
C -0.0902 2.4613 -1.7211
C 3.1802 -3.2189 -1.4745
C -2.1808 -0.3823 -0.6688
C 1.2004 0.6091 1.6926
C -0.3271 2.0320 4.1867
C -1.0407 3.4084 -2.0962
C -2.8090 1.9590 -1.3699
C -2.3936 3.1782 -1.8821
C -0.2692 -4.5944 0.4974
C -1.5292 -5.2159 0.4049
C -0.1170 -3.2592 0.2329
C 2.3898 0.6466 0.8892
C 0.8384 2.9622 1.2306
C -3.4693 -0.9479 -0.7151
H 4.1842 -3.3503 -1.8737
H 4.3468 0.8853 -0.8793
H 0.8617 -2.8066 0.3236
H -1.1726 1.9459 4.8679
H 0.2762 3.8725 1.3857
H 3.0844 -0.1876 0.9054
H 2.2101 3.8865 -0.0850
H -1.1628 0.6840 2.7415
H -0.7186 4.3311 -2.5610
H 3.2373 -2.9736 -0.4175
H -1.6248 -6.2719 0.6148
H 3.5887 2.2462 -1.7280
H 2.6434 -4.1638 -1.5837
H -3.6070 -4.9253 0.0171
H 2.0677 -1.3941 -4.0562
H 0.5915 -5.1810 0.7918
H -3.1221 3.9266 -2.1602
H 1.0139 -0.2386 2.3442
H 3.2461 -2.6625 -4.0095
H -2.1771 2.5063 1.2667
H 0.0556 3.0519 4.2535
H -2.8024 2.4620 2.9181
H 0.9566 2.6483 -1.9212
H -3.8673 1.7586 -1.2678
H -4.6052 -2.7363 -0.5394
H 0.4540 1.3505 4.5250
H 4.6117 2.5450 -0.3340
H -4.3151 -0.3209 -0.9519
H -1.6472 3.6969 2.4652
*
```

Results
orbital gap (alpha / beta): 6.23 / 6.23 eV
energy relative to the best compared isomer or geometry (same formula, charge and spin): 216.42 kJ/mol
highest occupied orbital energy (alpha / beta): -14.06 / -14.06 eV

Here are the natural (NBO) charges for atoms 1 to 4, given in e:
1 Ir 1.052
2 O -0.718
3 N -0.737
4 N -0.431

# 5
Formula: C27H29N2
Source: the Open Molecules 2025 dataset
Level of theory: ωB97M-V with the def2-TZVPD basis set

```
! RIJCOSX wB97M-V def2-TZVPD def2/J DEFGRID3
* xyz 1 1
N 0.9611 -3.7435 1.5059
N 1.4454 0.1206 -1.3939
C -0.3316 -3.4392 1.9492
C 0.9037 -0.2206 0.6060
C -0.4160 3.4045 -4.0169
C 0.2748 1.9539 1.5559
C 3.2150 -1.2450 -2.4921
C -2.9836 3.8605 1.8645
C 2.0404 1.4179 -1.8442
C -0.5641 -2.0512 1.7392
C 1.5361 -2.6250 1.0024
C 1.8384 -0.9963 -1.9185
C -1.1065 4.1300 -3.0393
C -0.7116 4.0293 -1.6946
C -2.6205 -2.3231 2.9740
C 0.3826 3.2304 -1.3626
C 0.6244 2.5380 -3.6598
C 0.6200 -1.5299 1.0361
C 1.6087 -5.0453 1.5767
C -0.0820 0.8368 0.7649
C 1.0035 2.4213 -2.3108
C -0.6762 2.9012 1.9152
C -2.3904 -3.7009 3.1300
C -1.9833 2.8297 1.4324
C -2.3213 1.7710 0.5794
C 0.9875 -2.2303 -1.9778
C -1.2036 -4.2770 2.6342
C -1.6918 -1.4911 2.3286
C -1.3927 0.7862 0.2361
H -3.4441 4.3324 0.9900
H -0.0706 -2.0234 -1.6904
H -2.4782 4.6430 2.4404
H -1.6706 -0.0487 -0.4186
H 2.7451 1.2645 -2.6862
H -3.7953 3.4576 2.4872
H 3.2085 -1.2432 -3.5969
H -3.3448 1.7138 0.1965
H 1.3121 2.0361 1.8996
H 1.9767 0.0797 0.7714
H 3.9198 -0.4802 -2.1278
H 3.5717 -2.2279 -2.1577
H -1.2486 4.5726 -0.9167
H -0.7004 3.5105 -5.0722
H -1.8214 -0.4123 2.3318
H 2.4789 -5.0357 2.2460
H -1.9259 4.7982 -3.3161
H 1.0364 -2.6646 -3.0125
H 2.6152 1.8707 -1.0069
H 0.7418 3.1762 -0.3276
H -3.1412 -4.3254 3.6217
H -0.9901 -5.3432 2.7440
H 0.8865 -5.7756 1.9367
H -0.3934 3.7085 2.5895
H 2.5760 -2.6324 0.6734
H 1.9564 -5.3329 0.5775
H 1.4238 -2.9865 -1.2762
H -3.5320 -1.8820 3.3942
H 1.1413 1.9373 -4.4143
*
```

Results
orbital gap: 7.29 eV
energy relative to the best compared isomer or geometry (same formula, charge and spin): 207.09 kJ/mol
highest occupied orbital energy: -11.17 eV

Here are the natural (NBO) charges for atoms 1 to 4, given in e:
1 N -0.303
2 N -0.415
3 C 0.108
4 C 0.135

# 6
Formula: C27H29N2O2
Source: the Open Molecules 2025 dataset
Level of theory: ωB97M-V with the def2-TZVPD basis set

```
! RIJCOSX wB97M-V def2-TZVPD def2/J DEFGRID3
* xyz 1 1
O -4.5936 1.6487 4.0022
O 5.3117 0.7092 3.7080
N 0.2076 -7.5129 0.6826
N 0.3871 -3.4078 1.5534
C 0.1147 -1.1495 2.8719
C 3.0686 1.1874 2.8510
C 0.2078 -6.1589 0.8754
C 1.2122 -3.9674 0.6446
C -4.9277 -0.6028 3.1366
C 1.4429 -0.6545 2.8864
C -2.1467 1.6461 4.0750
C -0.8531 -8.3571 1.1895
C 2.3328 -7.4221 -0.5581
C -1.8287 -6.3645 2.3552
C 4.0736 0.3047 3.3245
C -1.0049 0.9386 3.7793
C -0.6161 -4.1878 2.0082
C -3.4759 -0.2544 3.2510
C -3.3895 1.0503 3.8018
C 5.6354 2.1175 3.6419
C -5.6301 0.7033 3.5250
C -1.0411 -0.3601 3.1514
C -0.7444 -5.5500 1.7275
C 2.1495 -5.9076 -0.7116
C 1.7906 0.7103 2.6257
C 3.7790 -1.0790 3.4612
C -2.3274 -0.9311 2.9006
C 2.5085 -1.5391 3.2296
C -1.4378 -7.8349 2.4891
C 1.1792 -5.3227 0.2692
C 1.0149 -8.1422 -0.3381
H -2.1302 2.6385 4.5166
H 2.8092 -7.8375 -1.4497
H -1.3533 -3.7096 2.6583
H -0.0433 1.3624 4.0597
H -0.4334 -9.3606 1.3345
H -6.1260 1.1674 2.6621
H 1.1943 -9.1767 -0.0174
H 1.9550 -3.3027 0.1950
H 2.2723 -2.5944 3.3554
H -2.3096 -8.4368 2.7552
H 1.8141 -5.7001 -1.7413
H 5.5457 2.4978 2.6147
H -2.7485 -6.2917 1.7522
H -6.3594 0.5791 4.3340
H -0.7009 -7.9437 3.2932
H -2.0642 -5.9534 3.3425
H 4.9959 2.7052 4.3158
H 0.4484 -8.1966 -1.2858
H 3.2998 2.2474 2.7081
H 6.6731 2.1648 3.9723
H -2.3992 -1.9132 2.4337
H 2.9972 -7.6217 0.2900
H -0.0403 -2.2061 2.9473
H 3.1218 -5.4148 -0.5980
H -5.1997 -0.9240 2.1273
H -5.2088 -1.4015 3.8350
H 4.5751 -1.7446 3.7870
H 1.0297 1.4062 2.2735
H -1.6521 -8.4474 0.4316
*
```

Results
orbital gap: 5.71 eV
energy relative to the best compared isomer or geometry (same formula, charge and spin): 29.62 kJ/mol
highest occupied orbital energy: -10.17 eV

Here are the natural (NBO) charges for atoms 1 to 4, given in e:
1 O -0.445
2 O -0.460
3 N -0.425
4 N -0.538

# 7
Formula: C27H29N4O5PrS2
Source: the Open Molecules 2025 dataset
Level of theory: ωB97M-V with the def2-TZVPD basis set

```
! RIJCOSX wB97M-V def2-TZVPD def2/J DEFGRID3
* xyz -2 3
Pr -0.2663 -0.2348 0.3747
S -3.2620 0.3900 0.0153
S -2.2076 -2.7167 0.7744
O 0.2305 3.8679 -2.8582
O -2.2368 2.3559 3.4282
O -2.7649 6.2977 0.5381
O 1.3314 1.4292 -0.1235
O -0.7367 1.0451 2.2127
N 1.5141 -1.5873 -1.0726
N -0.2758 3.1838 0.6017
N 1.7762 -1.4066 1.6051
N 0.4453 0.8639 -2.3178
C 2.6202 -2.0260 -3.1711
C -4.7357 0.0065 2.3669
C 1.5388 -4.0329 -0.9934
C 1.6812 -2.7845 -0.3984
C 3.1134 -0.6614 1.3790
C 1.7426 -2.6911 1.0491
C 0.7528 3.4035 -1.6157
C -1.2300 4.8820 -0.6772
C 1.9844 -5.1146 1.1430
C -3.8179 -2.4906 3.0386
C -3.7852 -0.5054 1.3534
C -0.9137 0.8258 -2.2113
C -0.2259 3.8259 -0.5432
C 2.4424 -0.5790 -5.0742
C 1.8050 -1.2087 -2.3487
C 1.2401 1.8703 -1.4667
C -2.0690 4.3594 1.5351
C 2.9583 -1.7241 -4.4681
C 1.1898 -0.1324 -3.0507
C 1.7213 -5.1836 -0.2063
C 1.6107 -1.3490 3.0990
C 1.4787 0.1451 -4.4149
C -1.9706 5.2304 0.4521
C -3.2895 -1.8393 1.7706
C 1.8924 -3.8690 1.7920
C -1.2599 3.2686 1.5440
C -1.4381 2.1563 2.4785
H -3.8036 -1.8373 3.9623
H 1.3914 -4.0197 -2.0797
H 2.2898 1.9249 -1.8463
H 0.3848 2.4249 0.6868
H 3.9498 -1.2229 1.8405
H -4.8830 -2.8374 2.9176
H -2.4895 6.9511 -0.1575
H 1.4547 -0.3051 3.4418
H 3.0705 -2.8615 -2.6090
H 2.9812 0.3353 1.8117
H -5.5004 -0.7497 2.6133
H 0.8232 -2.0149 3.3253
H 2.5546 -1.6354 3.6120
H -5.3581 0.8053 1.9411
H 0.8591 0.8981 -4.9873
H -3.1354 -3.3445 3.2064
H 1.9957 -3.8735 2.8629
H -2.7609 4.4936 2.3490
H -1.2696 5.4335 -1.6514
H 3.1800 -0.6005 0.2868
H -4.3582 0.5253 3.2908
H 2.3603 -6.0198 1.6722
H 1.6717 3.9452 -1.4989
H -1.3746 0.1341 -2.9573
H -1.4264 1.8103 -2.2192
H 3.5727 -2.4226 -5.0576
H 0.6328 3.2984 -3.5161
H 2.7109 -0.3518 -6.1314
H 1.8924 -6.1537 -0.6483
*
```

Results
orbital gap (alpha / beta): 2.83 / 2.97 eV
<S²>: 2.02
highest occupied orbital energy (alpha / beta): 0.97 / 0.83 eV

Here are the natural (NBO) charges for atoms 1 to 4, given in e:
1 Pr 1.166
2 S -0.270
3 S -0.346
4 O -0.719